1.
{
  "formula": "C30H30BrCaN4O7",
  "method": "ωB97M-V/def2-TZVPD",
  "species": ["Ca", "O", "C", "O", "C", "C", "C", "C", "C", "O", "C", "C", "O", "O", "H", "H", "H", "H", "H", "H", "H", "H", "Br", "C", "C", "C", "C", "O", "C", "C", "N", "C", "C", "C", "C", "C", "C", "C", "C", "N", "C", "C", "H", "H", "H", "H", "H", "H", "H", "H", "H", "H", "C", "N", "C", "C", "C", "N", "C", "C", "O", "H", "H", "H", "H", "H", "H", "H", "H", "H", "H", "H", "H"],
  "xyz": [[-1.2497, 0.1668, -0.8145], [-5.3417, 0.8338, 0.5371], [-4.2422, 0.3120, 0.3734], [-3.4878, 0.4163, -0.6539], [-3.7133, -0.5953, 1.5057], [-2.9993, -1.8697, 1.0116], [-3.0285, -2.9298, 2.1179], [-2.0258, -2.3220, 3.1351], [-1.5486, -1.0682, 2.3826], [-1.6000, -1.5096, 1.0119], [-2.6157, 0.0289, 2.4391], [-2.0414, 1.4079, 2.0325], [-2.4806, 2.4014, 2.6084], [-1.1035, 1.3857, 1.1622], [-4.5796, -0.8615, 2.1103], [-3.2731, -2.2007, 0.0133], [-2.6715, -3.8867, 1.7351], [-4.0278, -3.0718, 2.5275], [-1.1963, -3.0033, 3.3327], [-2.4868, -2.0640, 4.0887], [-0.5412, -0.7311, 2.6102], [-3.0170, 0.1444, 3.4453], [3.5054, -5.2244, -3.3738], [2.0023, -4.1076, -3.0175], [0.7935, -4.6836, -2.6031], [-0.2865, -3.8888, -2.3344], [-0.2454, -2.4588, -2.4488], [-1.2495, -1.7603, -2.1298], [1.0072, -1.9042, -2.8991], [1.2514, -0.4967, -3.0728], [0.4209, 0.4678, -2.9048], [0.8598, 1.7848, -3.1169], [1.9678, 2.1683, -3.8399], [2.3491, 3.5198, -3.9443], [1.6263, 4.5076, -3.3382], [0.4521, 4.1715, -2.6278], [-0.3602, 5.1344, -1.9808], [-1.4966, 4.7462, -1.3368], [-1.8456, 3.3789, -1.3529], [-1.1026, 2.4662, -1.9218], [0.0506, 2.8202, -2.5420], [2.1002, -2.7512, -3.1608], [0.7221, -5.7585, -2.4918], [-1.2213, -4.3215, -2.0004], [2.2889, -0.2864, -3.3595], [2.5678, 1.4276, -4.3506], [3.2356, 3.7693, -4.5145], [1.9274, 5.5461, -3.4065], [-0.0588, 6.1757, -2.0059], [-2.1304, 5.4517, -0.8185], [-2.7473, 3.0245, -0.8628], [3.0388, -2.3114, -3.4793], [1.5446, 2.3599, 1.0080], [1.8696, 1.0949, 1.6446], [2.1076, 1.1557, 3.0719], [2.8728, -0.0685, 3.5307], [2.1282, -1.3095, 3.0840], [1.8280, -1.2451, 1.6682], [1.5059, -2.5093, 1.0299], [1.5826, -0.0707, 1.0045], [1.1214, -0.0759, -0.1413], [2.4004, 3.0350, 1.0963], [0.6590, 2.8052, 1.4652], [1.3260, 2.1894, -0.0412], [1.1561, 1.2483, 3.6126], [2.6811, 2.0624, 3.2755], [2.9862, -0.0645, 4.6155], [3.8694, -0.0616, 3.0826], [1.2031, -1.4290, 3.6661], [2.7316, -2.2034, 3.2592], [2.3636, -3.1831, 1.1019], [1.2706, -2.3415, -0.0152], [0.6407, -2.9792, 1.5050]],
  "lowdin_charge": [1.446, 0.013, -0.644, -0.183, -0.101, -0.247, -0.097, -0.096, -0.264, -0.159, -0.098, -0.627, 0.016, -0.181, 0.141, 0.157, 0.108, 0.111, 0.098, 0.111, 0.128, 0.144, 0.654, -0.716, -0.145, -0.016, -0.402, -0.157, -0.143, -0.105, 0.063, -0.196, -0.025, -0.088, -0.055, -0.162, -0.018, -0.031, -0.098, 0.057, -0.167, -0.112, 0.093, 0.110, 0.112, 0.099, 0.098, 0.105, 0.111, 0.107, 0.120, 0.100, -0.035, -0.070, -0.159, -0.154, -0.172, -0.075, -0.014, -0.470, -0.052, 0.088, 0.088, 0.074, 0.134, 0.121, 0.114, 0.120, 0.117, 0.120, 0.093, 0.078, 0.086],
  "relative_energy_kcal_mol": 0.0,
  "e_homo_ev": -4.89,
  "homo_lumo_gap_ev": 6.9,
  "charge": -1,
  "e_lumo_ev": 2.058,
  "energy_ev": -140380.35979,
  "spin_multiplicity": 1
}

---

2.
{
  "formula": "C30H30BrGeN3O2Tl",
  "method": "ωB97M-V/def2-TZVPD",
  "species": ["Tl", "C", "O", "C", "O", "N", "N", "H", "H", "H", "H", "H", "H", "C", "C", "C", "C", "C", "C", "H", "H", "H", "H", "H", "Br", "C", "C", "C", "N", "C", "C", "H", "H", "H", "H", "C", "Ge", "C", "C", "C", "C", "C", "C", "C", "C", "C", "C", "C", "C", "C", "C", "C", "C", "H", "H", "H", "H", "H", "H", "H", "H", "H", "H", "H", "H", "H", "H", "H"],
  "xyz": [[-1.1359, 0.8986, 0.6007], [-1.4643, -0.5137, 5.7300], [-2.0652, -1.5313, 4.9221], [-1.9265, -1.3462, 3.5952], [-1.3540, -0.3960, 3.1071], [-2.5276, -2.3653, 2.9339], [-2.5304, -2.4066, 1.5422], [-1.6770, -0.7942, 6.7567], [-1.8954, 0.4598, 5.5033], [-0.3894, -0.4782, 5.5602], [-3.0968, -2.9955, 3.4766], [-3.4351, -2.1334, 1.1738], [-2.2713, -3.3328, 1.2330], [-6.0412, -0.3161, 0.5941], [-5.4343, 0.1450, 1.7549], [-4.0994, 0.5354, 1.7383], [-3.3390, 0.4682, 0.5713], [-3.9751, 0.0367, -0.5926], [-5.3092, -0.3609, -0.5846], [-7.0799, -0.6219, 0.6046], [-6.0033, 0.2048, 2.6758], [-3.6456, 0.8889, 2.6577], [-3.4292, 0.0041, -1.5283], [-5.7778, -0.7015, -1.5007], [0.4709, 1.2712, -6.4644], [-0.1947, 1.1804, -4.7014], [-0.3148, 2.3333, -3.9509], [-0.7835, 2.2083, -2.6529], [-1.1196, 1.0418, -2.1074], [-0.9964, -0.0556, -2.8512], [-0.5427, -0.0430, -4.1597], [-0.0396, 3.2978, -4.3513], [-0.8829, 3.0820, -2.0193], [-1.2683, -0.9926, -2.3763], [-0.4462, -0.9587, -4.7235], [0.7170, -2.6806, 0.7602], [0.9722, -0.7566, 0.4140], [2.3273, -0.1161, 1.6941], [3.6853, -0.2030, 1.3857], [4.6520, 0.2395, 2.2788], [4.2741, 0.7790, 3.5004], [2.9275, 0.8742, 3.8216], [1.9639, 0.4310, 2.9239], [1.8326, -0.6262, -1.3600], [1.9767, -1.7587, -2.1223], [2.5176, -1.7202, -3.4286], [2.9083, -0.5319, -3.9712], [2.7924, 0.6677, -3.2247], [3.1972, 1.9096, -3.7732], [3.0932, 3.0625, -3.0485], [2.5789, 3.0233, -1.7352], [2.1743, 1.8393, -1.1860], [2.2599, 0.6226, -1.9118], [1.6798, -3.1939, 0.7257], [0.0443, -3.1224, 0.0245], [0.2833, -2.8062, 1.7514], [3.9972, -0.6112, 0.4299], [5.7007, 0.1671, 2.0180], [5.0258, 1.1288, 4.1968], [2.6257, 1.3012, 4.7705], [0.9147, 0.5184, 3.1846], [1.6683, -2.7204, -1.7271], [2.6171, -2.6387, -3.9940], [3.3160, -0.4853, -4.9743], [3.5950, 1.9256, -4.7813], [3.4106, 4.0055, -3.4755], [2.5069, 3.9367, -1.1582], [1.7852, 1.8267, -0.1752]],
  "lowdin_charge": [0.759, -0.036, -0.029, -0.575, -0.033, 0.014, 0.074, 0.093, 0.096, 0.092, 0.152, 0.078, 0.089, -0.111, -0.102, -0.171, -0.352, -0.158, -0.104, 0.096, 0.098, 0.086, 0.065, 0.097, 0.774, -0.684, -0.099, -0.131, -0.005, -0.146, -0.099, 0.109, 0.114, 0.118, 0.109, -0.255, 0.797, -0.329, -0.109, -0.091, -0.100, -0.092, -0.122, -0.278, -0.112, -0.078, -0.049, -0.180, -0.050, -0.083, -0.074, -0.061, -0.187, 0.023, 0.006, 0.002, 0.100, 0.099, 0.098, 0.098, 0.066, 0.086, 0.103, 0.110, 0.109, 0.102, 0.106, 0.066],
  "relative_energy_kcal_mol": 0.0,
  "e_homo_ev": [-5.74, -7.68],
  "homo_lumo_gap_ev": [6.2, 7.3],
  "charge": 0,
  "s_squared": 0.7566,
  "e_lumo_ev": [0.478, -0.361],
  "energy_ev": -171412.73239,
  "spin_multiplicity": 2
}

---

3.
{
  "formula": "C30H30FN3O5S",
  "method": "ωB97M-V/def2-TZVPD",
  "species": ["O", "C", "N", "C", "C", "C", "C", "C", "C", "C", "C", "C", "C", "C", "F", "C", "C", "N", "C", "C", "C", "C", "C", "C", "C", "C", "O", "C", "N", "C", "O", "C", "C", "C", "C", "C", "C", "S", "O", "O", "H", "H", "H", "H", "H", "H", "H", "H", "H", "H", "H", "H", "H", "H", "H", "H", "H", "H", "H", "H", "H", "H", "H", "H", "H", "H", "H", "H", "H", "H"],
  "xyz": [[1.9524, 2.5952, -2.1450], [1.3812, 1.8544, -1.3704], [0.1609, 2.0579, -0.8703], [-0.6381, 3.2230, -1.2176], [-1.9067, 3.2493, -0.3686], [-2.8645, 2.1174, -0.7361], [-3.1983, 2.1444, -2.2242], [-1.9229, 2.0631, -3.0568], [-0.9909, 3.2185, -2.7101], [2.0429, 0.5115, -0.9582], [1.4043, -0.5529, -1.8181], [2.1830, -1.1893, -2.7769], [1.6400, -2.1345, -3.6300], [0.2995, -2.4401, -3.5115], [-0.2435, -3.3694, -4.3287], [-0.5053, -1.8193, -2.5734], [0.0494, -0.8697, -1.7389], [2.0117, 0.3229, 0.4920], [2.7912, 1.3190, 1.2164], [2.1569, 2.6873, 1.3111], [0.9832, 2.8917, 2.0280], [0.4486, 4.1619, 2.1505], [1.0732, 5.2426, 1.5513], [2.2345, 5.0458, 0.8250], [2.7746, 3.7768, 0.7107], [1.5174, -0.7789, 1.0680], [1.1441, -1.7733, 0.4669], [1.3251, -0.8007, 2.6052], [0.1316, -1.5907, 2.7854], [0.2538, -2.9331, 2.4138], [1.1767, -3.6320, 2.7453], [-0.9369, -3.3722, 1.6442], [-1.1384, -4.6528, 1.1502], [-2.2466, -4.8874, 0.3506], [-3.1377, -3.8671, 0.0494], [-2.9414, -2.5833, 0.5463], [-1.8335, -2.3650, 1.3311], [-1.2727, -0.8824, 2.1285], [-2.1428, -0.4958, 3.1916], [-0.8990, 0.1708, 1.2197], [-0.2011, 1.4458, -0.1520], [-0.0313, 4.1157, -1.0089], [-2.4020, 4.2097, -0.5256], [-1.6401, 3.1730, 0.6862], [-3.7781, 2.2171, -0.1458], [-2.4115, 1.1596, -0.4757], [-3.8612, 1.3129, -2.4729], [-3.7243, 3.0729, -2.4604], [-1.4148, 1.1161, -2.8638], [-2.1683, 2.0990, -4.1201], [-0.0701, 3.1519, -3.2890], [-1.4756, 4.1670, -2.9496], [3.0973, 0.5969, -1.2580], [3.2331, -0.9518, -2.8608], [2.2446, -2.6342, -4.3700], [-1.5490, -2.0836, -2.5022], [-0.5733, -0.4129, -0.9889], [3.0005, 0.9417, 2.2186], [3.7522, 1.4195, 0.6969], [0.4654, 2.0573, 2.4770], [-0.4574, 4.3078, 2.7200], [0.6533, 6.2326, 1.6475], [2.7233, 5.8802, 0.3455], [3.6807, 3.6335, 0.1413], [1.1623, 0.1756, 3.0535], [2.1597, -1.3214, 3.0822], [-0.4298, -5.4310, 1.3856], [-2.4160, -5.8753, -0.0502], [-3.9898, -4.0679, -0.5821], [-3.6240, -1.7792, 0.3203]],
  "nbo_charge": [-0.633, 0.702, -0.671, -0.035, -0.413, -0.394, -0.402, -0.396, -0.417, -0.141, -0.051, -0.166, -0.289, 0.405, -0.328, -0.311, -0.091, -0.436, -0.247, 0.043, -0.241, -0.201, -0.214, -0.205, -0.213, 0.714, -0.638, -0.337, -0.662, 0.715, -0.549, -0.126, -0.140, -0.183, -0.183, -0.187, -0.289, 2.315, -0.896, -0.966, 0.436, 0.214, 0.210, 0.215, 0.208, 0.193, 0.202, 0.191, 0.202, 0.209, 0.238, 0.198, 0.221, 0.213, 0.230, 0.224, 0.215, 0.218, 0.211, 0.211, 0.217, 0.216, 0.218, 0.217, 0.229, 0.267, 0.243, 0.226, 0.227, 0.238],
  "relative_energy_kcal_mol": 9.8,
  "e_homo_ev": -8.67,
  "homo_lumo_gap_ev": 8.5,
  "charge": 0,
  "e_lumo_ev": -0.215,
  "energy_ev": -59858.73603,
  "spin_multiplicity": 1
}